No. 1
Formula: C4H6N4
Source: the OMol25 dataset
Level of theory: ωB97M-V with the def2-TZVPD basis set

Atoms and positions in Å:
C  0.582  -0.248  -0.488
C  -0.415  0.652  -0.155
C  0.565  -1.209  0.572
C  -0.920  0.183  1.097
N  1.085  -2.307  0.837
N  -1.732  0.564  1.960
N  1.423  -0.247  -1.579
N  -0.862  1.755  -0.860
H  0.892  -2.723  1.742
H  -1.917  -0.062  2.737
H  1.614  0.647  -2.005
H  2.226  -0.851  -1.499
H  -0.836  1.678  -1.867
H  -1.705  2.170  -0.492

Values from the calculation:
**Calculated total energy**: -374.9491 hartree
**Lowest unoccupied orbital energy**: 0.029 hartree
**E_HOMO**: -7.68 eV
**Total charge**: 0

Charges obtained by Löwdin population analysis, quoted in units of e:
1. C -0.29
2. C -0.29
3. C -0.17
4. C -0.17
5. N 0.11
6. N 0.11
7. N 0.13
8. N 0.12
9. H 0.05
10. H 0.05
11. H 0.09
12. H 0.09
13. H 0.09
14. H 0.09

***

No. 2
Formula: C3H6F2N
Source: the OMol25 dataset
Level of theory: ωB97M-V with the def2-TZVPD basis set

Atoms and positions in Å:
C  -0.116  0.430  -0.611
C  -1.304  1.186  -0.155
C  0.106  1.800  0.037
N  0.401  -0.899  -0.128
F  -2.109  1.732  -1.143
F  0.691  2.770  -0.628
H  0.214  0.300  -1.665
H  -1.657  0.910  0.864
H  0.571  1.744  1.036
H  1.290  -1.193  -0.435
H  -0.133  -1.726  -0.263
H  0.394  -0.942  0.876

Values from the calculation:
**Calculated total energy**: -372.0372 hartree
**Lowest unoccupied orbital energy**: -0.155 hartree
**E_HOMO**: -15.68 eV
**Total charge**: +1
**SMILES string**: [NH3+][C@@H]1[C@@H](F)[C@H]1F

Charges obtained by Löwdin population analysis, quoted in units of e:
1. C -0.13
2. C -0.14
3. C -0.20
4. N 0.25
5. F 0.07
6. F 0.11
7. H 0.19
8. H 0.18
9. H 0.17
10. H 0.16
11. H 0.17
12. H 0.17

***

No. 3
Formula: C5H13FO2Si
Source: the OMol25 dataset
Level of theory: ωB97M-V with the def2-TZVPD basis set

Atoms and positions in Å:
C  -2.590  -0.381  0.804
C  0.666  2.682  0.121
C  1.381  -2.372  -0.352
C  -1.893  -1.022  -0.434
C  1.848  1.975  -0.532
O  -0.790  -0.304  -0.964
O  2.020  0.622  -0.092
F  0.941  -0.720  1.805
Si  1.147  -0.656  0.233
H  -3.577  0.221  0.705
H  -3.056  -1.289  1.289
H  -1.776  -0.001  1.352
H  -0.240  2.446  -0.305
H  0.525  2.117  1.116
H  0.741  3.709  0.200
H  0.479  -2.560  -0.936
H  2.155  -2.461  -1.130
H  1.585  -3.054  0.503
H  -2.521  -1.343  -1.304
H  -1.541  -1.968  -0.083
H  2.776  2.430  -0.388
H  1.721  1.929  -1.611

Values from the calculation:
**Calculated total energy**: -738.1784 hartree
**Lowest unoccupied orbital energy**: 0.025 hartree
**E_HOMO**: -8.94 eV
**Total charge**: 0

Charges obtained by Löwdin population analysis, quoted in units of e:
1. C -0.09
2. C -0.04
3. C -0.13
4. C -0.42
5. C -0.23
6. O -0.30
7. O -0.16
8. F -0.08
9. Si 0.53
10. H 0.09
11. H 0.07
12. H 0.03
13. H 0.04
14. H 0.11
15. H 0.05
16. H 0.03
17. H 0.05
18. H 0.06
19. H 0.11
20. H 0.06
21. H 0.09
22. H 0.12

***

No. 4
Formula: C4H10Br2MnN2SSe3Te
Source: the OMol25 dataset
Level of theory: ωB97M-V with the def2-TZVPD basis set

Atoms and positions in Å:
Mn  0.253  1.196  1.496
Se  2.556  1.026  1.106
Se  3.848  2.871  1.508
Te  2.245  4.845  1.252
Se  0.149  3.563  1.058
Br  -2.330  1.185  1.595
C  -2.202  1.126  3.537
Br  -0.312  1.155  4.011
H  -2.649  0.201  3.896
H  -2.690  2.013  3.944
C  1.614  -1.288  -2.469
N  1.275  -1.233  -1.059
C  0.106  -1.268  -0.441
S  0.155  -1.141  1.289
N  -1.091  -1.468  -0.976
C  -1.490  -1.546  -2.368
H  2.685  -1.122  -2.555
H  1.103  -0.507  -3.031
H  1.381  -2.263  -2.896
H  2.068  -1.132  -0.432
H  -1.840  -1.520  -0.301
H  -0.995  -2.367  -2.880
H  -1.277  -0.611  -2.883
H  -2.561  -1.714  -2.402

Values from the calculation:
**Calculated total energy**: -14437.2453 hartree
**<S²>**: 6.067
**Lowest unoccupied orbital energy (spin up / spin down)**: -0.144 / -0.193 hartree
**E_HOMO (spin up / spin down)**: -10.50 / -10.90 eV
**Spin multiplicity**: 5
**Total charge**: +1

Charges obtained by Löwdin population analysis, quoted in units of e:
1. Mn -0.61
2. Se 0.09
3. Se -0.03
4. Te 0.52
5. Se -0.05
6. Br 0.70
7. C -0.85
8. Br 0.74
9. H 0.03
10. H 0.03
11. C -0.04
12. N -0.03
13. C -0.75
14. S 0.59
15. N -0.02
16. C -0.04
17. H 0.10
18. H 0.09
19. H 0.09
20. H 0.06
21. H 0.11
22. H 0.09
23. H 0.09
24. H 0.10

***

No. 5
Formula: C44H51N7O2PS3Tb
Source: the OMol25 dataset
Level of theory: ωB97M-V with the def2-TZVPD basis set

Atoms and positions in Å:
Tb  1.211  2.041  0.532
S  1.651  1.989  3.257
C  3.189  1.182  3.301
C  3.472  0.434  4.435
C  4.663  -0.270  4.571
C  4.901  -1.012  5.736
N  5.064  -1.611  6.705
C  5.610  -0.211  3.525
C  5.340  0.561  2.402
C  4.148  1.269  2.257
S  3.943  2.250  0.843
C  6.818  -0.924  3.605
N  7.808  -1.507  3.636
H  2.735  0.404  5.225
H  6.072  0.622  1.610
S  0.518  2.498  -2.009
C  -1.219  2.481  -1.681
N  -1.972  2.634  -2.764
N  -3.299  2.320  -2.687
C  -3.909  1.127  -2.427
C  -2.989  -0.039  -2.188
C  -4.582  -2.074  -2.466
C  -5.889  -1.353  -2.414
C  -6.143  -0.038  -2.393
C  -5.271  1.085  -2.474
N  -1.802  2.384  -0.510
N  -1.169  2.201  0.675
C  -2.089  2.214  1.706
C  -1.720  1.777  2.989
C  -2.638  1.749  4.015
C  -3.954  2.141  3.807
C  -4.337  2.564  2.543
C  -3.429  2.607  1.510
H  -3.890  3.043  -3.078
H  -2.043  0.319  -2.600
H  -4.385  -2.481  -1.465
H  -6.736  -2.026  -2.350
H  -7.192  0.234  -2.336
H  -5.772  2.041  -2.602
H  -0.705  1.440  3.166
H  -2.331  1.402  4.992
H  -4.672  2.104  4.614
H  -5.362  2.857  2.357
H  -3.727  2.929  0.525
O  1.251  4.337  0.803
N  0.689  4.729  1.901
C  1.424  4.844  3.026
C  0.828  5.217  4.215
C  -0.536  5.447  4.261
C  -1.269  5.333  3.087
C  -0.631  4.981  1.921
H  2.482  4.657  2.923
H  1.437  5.296  5.100
H  -1.020  5.711  5.187
H  -2.332  5.507  3.072
H  -1.140  4.876  0.972
O  1.476  -0.296  0.344
P  1.281  -1.290  -0.762
C  -0.390  -0.939  -1.518
C  -1.430  -1.001  -0.389
C  -2.783  -0.328  -0.700
C  -3.335  -1.324  -2.948
C  -2.163  -2.321  -2.834
C  -0.754  -1.725  -2.794
C  1.486  -2.992  -0.027
C  1.337  -4.136  -1.028
C  1.390  -5.462  -0.276
C  0.141  -5.626  0.601
C  -0.460  -4.267  0.978
C  0.632  -3.232  1.228
C  2.748  -1.178  -1.932
C  2.542  -1.556  -3.401
C  2.150  -0.327  -4.213
C  3.318  0.663  -4.287
C  4.214  0.542  -3.052
C  3.361  0.225  -1.829
H  -0.243  0.124  -1.772
H  -0.997  -0.493  0.482
H  -1.592  -2.042  -0.112
H  -2.857  0.614  -0.165
H  -3.598  -0.951  -0.335
H  -3.475  -1.051  -3.999
H  -4.704  -2.946  -3.118
H  -2.205  -3.004  -3.688
H  -2.309  -2.932  -1.942
H  -0.628  -1.081  -3.666
H  -0.066  -2.562  -2.914
H  2.537  -2.944  0.293
H  2.134  -4.088  -1.772
H  0.383  -4.070  -1.550
H  2.288  -5.478  0.343
H  1.462  -6.291  -0.982
H  0.402  -6.179  1.505
H  -0.615  -6.208  0.068
H  -1.080  -4.371  1.869
H  -1.110  -3.929  0.169
H  1.270  -3.599  2.035
H  0.201  -2.289  1.569
H  3.452  -1.893  -1.484
H  1.801  -2.344  -3.507
H  3.481  -1.954  -3.795
H  1.305  0.164  -3.732
H  1.840  -0.623  -5.217
H  2.911  1.672  -4.339
H  3.910  0.494  -5.190
H  4.746  1.479  -2.885
H  4.963  -0.240  -3.193
H  2.570  0.987  -1.783
H  3.963  0.304  -0.921

Values from the calculation:
**Calculated total energy**: -4601.5315 hartree
**<S²>**: 16.456
**Lowest unoccupied orbital energy (spin up / spin down)**: 0.078 / 0.060 hartree
**E_HOMO (spin up / spin down)**: -4.26 / -4.20 eV
**Spin multiplicity**: 8
**Total charge**: -1

These are the Löwdin partial charges, in e, on atoms 1 to 99:
1. Tb 1.14
2. S 0.63
3. C -0.67
4. C -0.08
5. C -0.21
6. C -0.21
7. N 0.15
8. C -0.21
9. C -0.07
10. C -0.71
11. S 0.54
12. C -0.21
13. N 0.15
14. H 0.11
15. H 0.11
16. S 0.54
17. C -0.86
18. N -0.01
19. N 0.00
20. C -0.21
21. C -0.21
22. C -0.18
23. C -0.12
24. C -0.14
25. C -0.08
26. N -0.03
27. N -0.15
28. C -0.32
29. C -0.07
30. C -0.10
31. C -0.12
32. C -0.11
33. C -0.05
34. H 0.14
35. H 0.11
36. H 0.11
37. H 0.08
38. H 0.09
39. H 0.09
40. H 0.01
41. H 0.10
42. H 0.09
43. H 0.10
44. H 0.10
45. O -0.30
46. N -0.23
47. C -0.10
48. C -0.06
49. C -0.06
50. C -0.04
51. C -0.02
52. H 0.12
53. H 0.11
54. H 0.11
55. H 0.11
56. H 0.14
57. O -0.48
58. P 0.88
59. C -0.32
60. C -0.16
61. C -0.09
62. C -0.25
63. C -0.15
64. C -0.17
65. C -0.33
66. C -0.20
67. C -0.19
68. C -0.19
69. C -0.20
70. C -0.18
71. C -0.31
72. C -0.20
73. C -0.20
74. C -0.19
75. C -0.19
76. C -0.26
77. H 0.04
78. H 0.09
79. H 0.08
80. H 0.08
81. H 0.12
82. H 0.16
83. H 0.12
84. H 0.12
85. H 0.10
86. H 0.12
87. H 0.07
88. H 0.12
89. H 0.11
90. H 0.10
91. H 0.11
92. H 0.11
93. H 0.11
94. H 0.11
95. H 0.12
96. H 0.09
97. H 0.12
98. H 0.10
99. H 0.12

***

No. 6
Formula: C21H20F9MoN3O10P2
Source: the OMol25 dataset
Level of theory: ωB97M-V with the def2-TZVPD basis set

Atoms and positions in Å:
Mo  0.081  0.108  0.161
C  0.230  -2.176  3.953
O  -0.942  -2.929  3.637
C  -1.857  -2.474  2.797
C  -3.088  -3.143  2.834
C  -4.182  -2.746  2.089
C  -4.112  -1.621  1.285
C  -2.895  -0.954  1.161
C  -2.882  0.351  0.582
N  -1.787  1.026  0.398
N  -1.807  2.366  0.237
C  -0.606  2.821  0.443
O  0.356  1.926  0.731
C  -0.239  4.223  0.396
C  -1.200  5.167  0.019
C  -0.856  6.504  -0.029
C  0.435  6.901  0.301
C  1.389  5.963  0.677
C  1.058  4.622  0.723
C  -1.747  -1.428  1.862
O  -0.567  -0.798  1.616
H  0.643  -2.659  4.833
H  -0.028  -1.144  4.195
H  0.936  -2.225  3.131
H  -3.154  -3.991  3.503
H  -5.110  -3.292  2.180
H  -4.988  -1.241  0.777
H  -3.821  0.860  0.383
H  -2.204  4.851  -0.231
H  -1.593  7.241  -0.319
H  0.697  7.949  0.265
H  2.389  6.282  0.934
H  1.798  3.889  1.013
N  3.131  -2.556  -1.687
C  2.634  -2.614  -0.245
C  3.366  -3.778  0.427
P  0.820  -3.001  -0.257
O  0.800  -3.928  -1.554
O  0.397  -3.598  1.004
O  0.102  -1.690  -0.709
P  3.205  -0.973  0.542
O  3.081  -0.350  2.881
O  1.966  0.005  0.099
O  2.749  -1.471  2.031
H  2.630  -3.257  -2.249
H  4.130  -2.769  -1.726
H  2.982  -1.646  -2.132
H  3.203  -4.707  -0.123
H  2.986  -3.915  1.436
H  4.441  -3.585  0.478
H  0.109  -4.606  -1.595
H  3.755  -0.737  3.464
F  1.671  1.577  -3.567
C  0.946  0.477  -3.650
F  0.790  0.132  -4.913
F  1.652  -0.511  -3.032
C  -0.416  0.643  -2.929
O  -0.179  0.732  -1.571
C  -1.091  1.998  -3.339
F  -0.463  3.008  -2.748
F  -2.357  1.994  -2.922
F  -1.056  2.173  -4.650
C  -1.369  -0.550  -3.263
F  -2.019  -0.337  -4.393
F  -2.255  -0.695  -2.270
F  -0.690  -1.695  -3.376

Values from the calculation:
**Calculated total energy**: -3378.1712 hartree
**Lowest unoccupied orbital energy**: -0.323 hartree
**E_HOMO**: -13.83 eV
**Total charge**: +2

Charges obtained by Löwdin population analysis, quoted in units of e:
1. Mo 2.11
2. C -0.02
3. O -0.02
4. C -0.21
5. C 0.07
6. C -0.01
7. C 0.00
8. C -0.13
9. C 0.03
10. N -0.14
11. N 0.16
12. C -0.34
13. O -0.18
14. C -0.17
15. C -0.01
16. C -0.04
17. C -0.04
18. C -0.05
19. C -0.01
20. C -0.16
21. O -0.21
22. H 0.11
23. H 0.11
24. H 0.05
25. H 0.15
26. H 0.13
27. H 0.13
28. H 0.17
29. H 0.12
30. H 0.12
31. H 0.12
32. H 0.12
33. H 0.12
34. N 0.19
35. C -0.56
36. C -0.08
37. P 0.41
38. O -0.10
39. O -0.19
40. O -0.41
41. P 0.98
42. O -0.03
43. O -0.57
44. O -0.38
45. H 0.15
46. H 0.17
47. H 0.13
48. H 0.11
49. H 0.09
50. H 0.10
51. H 0.13
52. H 0.13
53. F 0.22
54. C -0.54
55. F 0.23
56. F 0.12
57. C -0.18
58. O -0.24
59. C -0.57
60. F 0.20
61. F 0.19
62. F 0.22
63. C -0.56
64. F 0.22
65. F 0.17
66. F 0.18

***

Which of these has the lowest calculated total energy? C4H10Br2MnN2SSe3Te